Entry 1:
C43H34F4N7O7PS2Ti | ωB97M-V/def2-TZVPD

Values from the calculation:
ΔE to the lowest compared entry with this formula, charge and spin   50.19 kcal per mole
Expectation value of S²   2.0661
Lowest unoccupied orbital energy (alpha / beta)   3.205 / 1.350 eV

Structure (ORCA input):
```
! RIJCOSX wB97M-V def2-TZVPD def2/J DEFGRID3
* xyz -2 3
Ti 0.71472 -1.23761 -1.30960
C 0.82219 -2.23995 6.70181
C 0.62286 -0.83310 6.11971
C -0.78519 -0.76016 5.52740
C 0.72689 0.20320 7.24757
C 1.70289 -0.55088 5.07558
C 3.05079 -0.63500 5.43704
C 4.06015 -0.42498 4.51300
C 3.72069 -0.11237 3.20735
S 4.79490 0.11100 1.84776
C 3.41337 0.17140 0.75492
N 2.20982 0.29846 1.46506
C 2.38483 0.01173 2.83180
C 1.37866 -0.22145 3.76607
C 3.60240 0.15289 -0.66188
C 4.88221 0.56210 -1.12050
C 5.22028 0.53750 -2.45502
C 4.29042 0.09912 -3.38988
C 3.03410 -0.30115 -2.95431
C 2.63412 -0.28622 -1.61435
H 0.05168 -2.45089 7.44810
H 1.79539 -2.34463 7.18357
H 0.75347 -2.99327 5.91471
H -1.51944 -0.97911 6.30583
H -0.92304 -1.48736 4.72460
H -1.00634 0.23089 5.12674
H -0.03561 0.01353 8.00800
H 0.57986 1.21154 6.85603
H 1.70452 0.16859 7.73150
H 3.32268 -0.88841 6.45470
H 5.09914 -0.52066 4.80310
H 0.35518 -0.15625 3.44207
H 5.61340 0.93345 -0.41081
H 6.20668 0.86391 -2.76370
H 4.53764 0.05598 -4.44334
H 2.34793 -0.67585 -3.70088
O -5.99360 -3.00218 -3.00978
C -5.09406 -3.85232 -3.10837
O -5.11263 -5.03852 -3.48150
C -3.69324 -3.34755 -2.67862
C -2.53564 -3.87766 -3.23198
C -1.29699 -3.40722 -2.83676
N -1.15519 -2.45466 -1.90749
C -2.27657 -1.94230 -1.37549
C -3.54636 -2.34856 -1.72345
C -1.99815 -0.84446 -0.38925
O -2.74214 -0.57195 0.52843
O -0.85376 -0.25718 -0.63240
H -2.61750 -4.67217 -3.96112
H -0.38522 -3.80505 -3.25738
H -4.41453 -1.88494 -1.27605
F -2.47417 1.52142 -7.63113
C -2.97125 1.83194 -6.42446
C -4.03385 2.68232 -6.37937
F -4.51059 3.14364 -7.54512
C -4.63241 3.11627 -5.16850
C -4.04168 2.54779 -4.00916
C -2.97984 1.69620 -4.05595
F -2.49737 1.22681 -2.89557
C -2.35832 1.29709 -5.26489
C -1.21413 0.46480 -5.30341
C -0.54290 0.05975 -4.13901
N 0.06197 -0.27649 -3.21861
C -0.58307 0.02525 -6.49853
N -0.01345 -0.35285 -7.42692
F -4.53690 2.86193 -2.80745
C -5.69426 4.04124 -5.12463
C -6.26485 4.53364 -3.92130
N -6.77119 5.00106 -2.99687
C -6.27980 4.61842 -6.28305
N -6.80685 5.13286 -7.17061
C 4.03502 3.87627 1.44982
C 2.77581 3.59883 0.65992
O 1.84663 2.89140 1.49414
P 1.16591 1.54195 0.81089
O -0.03997 1.35632 1.86110
C -1.22054 2.14831 1.60454
C -2.21653 1.85582 2.69729
O 0.96928 -1.98949 0.25561
C 0.66379 -2.73576 1.40115
C 1.91003 -3.40894 1.94167
H 4.74444 4.44250 0.84163
H 4.50656 2.93826 1.74816
H 3.80427 4.45332 2.34602
H 3.00961 3.01189 -0.23498
H 2.29837 4.52684 0.33329
H -1.62200 1.87259 0.63011
H -0.93728 3.20495 1.60451
H -2.47699 0.79839 2.68041
H -3.12757 2.43124 2.52701
H -1.80942 2.12906 3.67386
H -0.08888 -3.48291 1.13395
H 0.22132 -2.05966 2.13903
H 2.35786 -4.03165 1.16589
H 1.65684 -4.04221 2.79498
H 2.64179 -2.66699 2.26703
S 2.80158 -5.32427 -2.29456
C 2.07713 -3.88861 -2.29115
N 1.54916 -2.83981 -2.30539
*
```

***

Entry 2:
F2N2O | ωB97M-V/def2-TZVPD

Values from the calculation:
ΔE to the lowest compared entry with this formula, charge and spin   8.94 kcal per mole
Lowest unoccupied orbital energy (alpha / beta)   -1.518 / -1.517 eV

Structure (ORCA input):
```
! RIJCOSX wB97M-V def2-TZVPD def2/J DEFGRID3
* xyz 0 1
N 1.26305 -0.42801 -0.00588
N -0.84652 -0.39281 0.42581
O 1.69098 0.66431 -0.10304
F -1.32093 -1.10902 -0.57876
F -1.21070 0.91380 0.13251
*
```

***

Entry 3:
C29H50O2 | ωB97M-V/def2-TZVPD

Values from the calculation:
ΔE to the lowest compared entry with this formula, charge and spin   4.19 kcal per mole
Lowest unoccupied orbital energy   0.676 eV
Structure (SMILES)   Cc1c(C)c2c(c(C)c1O)CC[C@](C)(CCC[C@H](C)CCC[C@H](C)CCCC(C)C)O2

Structure (ORCA input):
```
! RIJCOSX wB97M-V def2-TZVPD def2/J DEFGRID3
* xyz 0 1
C -1.40517 -2.32500 -3.08965
C -2.09693 -1.87749 -1.82672
C -1.42764 -1.16116 -0.84032
C 0.03474 -0.83426 -0.95544
C -2.12519 -0.74202 0.29974
C -3.46222 -1.08695 0.48320
C -4.13396 -1.80302 -0.50531
C -5.58002 -2.16688 -0.34422
C -3.44926 -2.18532 -1.65543
O -4.14423 -2.88550 -2.61013
C -4.17781 -0.70670 1.75137
C -3.18788 -0.23496 2.80982
C -2.14729 0.71283 2.19609
C -1.12177 1.11092 3.25890
C -2.85376 1.94173 1.58330
C -1.96766 3.12795 1.19549
C -1.02522 2.81191 0.03644
C -0.10175 3.97661 -0.33743
C -0.88453 5.11316 -0.99430
C 1.01170 3.50712 -1.28445
C 2.10435 2.69137 -0.59648
C 3.19317 2.27473 -1.58363
C 4.30088 1.41796 -0.95388
C 5.54450 1.44961 -1.84124
C 3.81689 -0.02031 -0.73708
C 4.71513 -0.84237 0.18527
C 4.11861 -2.22755 0.42956
C 4.93882 -3.14395 1.34886
C 5.07280 -2.57098 2.75826
C 6.31698 -3.45609 0.76914
O -1.41284 -0.00342 1.20843
H -1.92599 -1.94460 -3.97118
H -0.38712 -1.95635 -3.12941
H -1.36893 -3.41504 -3.14857
H 0.21487 -0.11323 -1.75241
H 0.62009 -1.72996 -1.15676
H 0.37645 -0.40754 -0.01826
H -5.71001 -2.87300 0.47588
H -5.94586 -2.62629 -1.25667
H -6.17835 -1.28347 -0.12644
H -3.54553 -3.10358 -3.33226
H -4.72794 -1.57113 2.13023
H -4.91582 0.07447 1.54422
H -3.70574 0.25819 3.63320
H -2.65405 -1.10026 3.21077
H -0.75017 0.22096 3.76120
H -1.57794 1.76780 3.99391
H -0.27829 1.61455 2.79685
H -3.59550 2.28732 2.30754
H -3.38372 1.61236 0.68716
H -1.39043 3.46558 2.05754
H -2.63391 3.94578 0.91131
H -0.42019 1.95106 0.31389
H -1.61514 2.52735 -0.83855
H 0.36426 4.36180 0.57731
H -1.65615 5.49371 -0.33055
H -1.35814 4.76462 -1.90992
H -0.22090 5.93818 -1.24501
H 1.47630 4.38337 -1.74390
H 0.56744 2.91427 -2.08762
H 1.66685 1.80588 -0.13617
H 2.55308 3.29057 0.19984
H 2.74173 1.72030 -2.41002
H 3.64041 3.17916 -2.00350
H 4.55905 1.85060 0.01956
H 5.31618 1.04486 -2.82528
H 6.35023 0.86412 -1.40673
H 5.89938 2.47058 -1.96519
H 2.81722 0.00306 -0.30152
H 3.73946 -0.51840 -1.70683
H 4.82281 -0.31400 1.13384
H 5.70416 -0.94605 -0.26035
H 3.12208 -2.10791 0.86316
H 3.99536 -2.72856 -0.53456
H 4.38532 -4.08857 1.42289
H 4.09639 -2.31100 3.16091
H 5.53245 -3.30255 3.41948
H 5.69607 -1.68030 2.75696
H 6.81368 -4.21607 1.36863
H 6.23030 -3.82680 -0.24990
H 6.94540 -2.56901 0.76345
*
```

***

Entry 4:
C38H61BrN3ReS2Si | ωB97M-V/def2-TZVPD

Values from the calculation:
ΔE to the lowest compared entry with this formula, charge and spin   20.91 kcal per mole
Expectation value of S²   0.7608
Lowest unoccupied orbital energy (alpha / beta)   -10.286 / -10.647 eV

Structure (ORCA input):
```
! RIJCOSX wB97M-V def2-TZVPD def2/J DEFGRID3
* xyz 3 2
Re -1.23940 0.66870 -2.71893
C 0.09718 1.68753 -4.15066
C 0.26640 2.27951 -2.84948
C -0.94228 2.98272 -2.53369
C -1.84373 2.80522 -3.58966
C -1.23054 1.98324 -4.58229
H 0.85198 1.15836 -4.71327
H 1.16633 2.25577 -2.25155
H -1.13458 3.52402 -1.61963
H -2.85785 3.17475 -3.61824
H -1.66997 1.69371 -5.52531
C -3.79677 0.91257 3.92616
C -2.30627 0.89981 3.59023
C -1.66057 2.20281 4.09535
C -1.64275 -0.30630 4.27842
C -2.05391 0.79323 2.09942
C -0.74394 0.77011 1.60226
C -0.51199 0.68057 0.25230
N -1.51969 0.62165 -0.64247
C -2.79740 0.63924 -0.19227
C -3.08209 0.71839 1.15530
C -3.81281 0.53298 -1.25874
C -5.17079 0.45173 -1.04122
C -6.06391 0.30489 -2.10833
C -5.49813 0.22408 -3.38929
C -4.14142 0.31267 -3.55419
N -3.29590 0.47735 -2.51306
C -7.56411 0.22863 -1.92318
C -7.97052 0.31949 -0.45313
C -8.20079 1.39727 -2.69904
C -8.05694 -1.10917 -2.50498
H -3.91809 0.98449 5.00588
H -4.29871 -0.00388 3.60715
H -4.30767 1.77278 3.48843
H -1.84054 2.29704 5.16580
H -2.09128 3.07690 3.60475
H -0.58084 2.21395 3.94059
H -1.79530 -0.23258 5.35469
H -0.56712 -0.34181 4.10015
H -2.08592 -1.24688 3.94363
H 0.10702 0.82595 2.26704
H 0.49484 0.65358 -0.15120
H -4.11087 0.73283 1.48028
H -5.54948 0.49895 -0.03220
H -6.11869 0.09510 -4.26449
H -3.68827 0.25619 -4.53503
H -7.66876 1.26690 -0.00084
H -7.56747 -0.50738 0.13642
H -9.05551 0.26346 -0.38150
H -7.85914 2.36146 -2.31937
H -9.28253 1.35286 -2.57730
H -7.98922 1.34727 -3.76745
H -7.61021 -1.95889 -1.98605
H -7.84549 -1.20074 -3.57050
H -9.13758 -1.16988 -2.38065
C 6.49930 1.09094 -1.32244
C 5.65169 1.26521 -0.05278
C 6.59748 1.55173 1.12962
C 4.76270 2.49759 -0.28357
Si 4.65660 -0.31619 0.33298
Br 2.86935 -0.21650 -1.23549
C 3.71067 -0.28763 2.00542
C 3.15946 1.10991 2.32030
C 2.50973 -1.24501 2.05167
C 4.68356 -0.69120 3.13061
C 5.50837 -1.97152 -0.09206
C 6.88561 -2.00248 0.60143
C 4.70595 -3.18554 0.39702
C 5.71426 -2.16164 -1.60401
H 7.01680 2.03239 -1.52381
H 5.88913 0.86071 -2.19822
H 7.26420 0.32378 -1.21841
H 7.23830 2.39722 0.86676
H 7.25414 0.71123 1.35877
H 6.06246 1.82641 2.03907
H 5.41258 3.35982 -0.45413
H 4.12349 2.74015 0.56272
H 4.13961 2.38286 -1.17221
H 2.50209 1.47980 1.52647
H 3.94422 1.84772 2.47434
H 2.58349 1.06169 3.25176
H 1.72423 -0.92701 1.35891
H 2.08907 -1.22941 3.06331
H 2.77951 -2.27542 1.82943
H 5.58051 -0.07241 3.15145
H 4.99482 -1.73279 3.05273
H 4.18621 -0.57205 4.09743
H 6.81975 -1.87658 1.68341
H 7.56345 -1.24479 0.21106
H 7.35047 -2.97406 0.41580
H 4.61381 -3.22916 1.48150
H 5.22394 -4.09519 0.08251
H 3.70574 -3.21882 -0.04985
H 6.29843 -1.37027 -2.06439
H 4.76613 -2.23963 -2.13815
H 6.25694 -3.09759 -1.76059
S -0.11950 -1.27738 -2.94538
C -0.35254 -2.30961 -1.52750
N 0.62055 -2.61859 -0.73381
C 0.34119 -3.70085 0.22557
C -1.17988 -3.75637 0.36390
S -1.84461 -3.07075 -1.20303
H 1.54425 -2.17521 -0.82975
H 0.83227 -3.48675 1.17160
H 0.74824 -4.62516 -0.18774
H -1.54900 -3.13643 1.17853
H -1.54522 -4.77239 0.48619
*
```